Record 1
Here is a cluster of 6 separate species, C17H47O9PS2 in total from the OMol25 dataset. Energies are from wB97M-V/def2-TZVPD.

Results
DFT total energy: -67775.1377 eV
Total charge: 0

Positions of all 76 atoms, in Å:
C -1.064 2.849 1.937
C -2.472 2.314 2.109
O -3.355 3.300 1.534
O -4.654 2.642 1.404
S -5.110 2.997 -0.132
O -5.096 1.773 -0.893
O -6.721 3.121 0.310
P -7.365 4.444 0.995
S -6.231 5.873 1.568
H -0.361 2.029 1.822
H -1.011 3.470 1.042
H -0.762 3.464 2.783
H -2.615 1.370 1.591
H -2.740 2.195 3.160
H -8.298 4.792 0.015
H -8.134 3.820 1.979
C -4.752 -1.013 0.769
C -3.393 -1.198 0.121
C -3.343 -2.399 -0.807
O -2.363 -1.275 1.110
H -5.017 -1.876 1.387
H -4.737 -0.134 1.411
H -5.528 -0.868 0.018
H -3.151 -0.294 -0.442
H -3.543 -3.317 -0.247
H -2.358 -2.489 -1.266
H -4.091 -2.313 -1.596
H -2.484 -2.065 1.650
C 1.592 -0.160 0.659
C 1.705 -0.873 1.996
C 1.598 -2.379 1.821
O 0.706 -0.388 2.894
H 0.615 -0.370 0.213
H 1.666 0.921 0.783
H 2.369 -0.479 -0.037
H 2.656 -0.629 2.474
H 0.629 -2.636 1.382
H 1.675 -2.879 2.789
H 2.375 -2.767 1.165
H -0.153 -0.570 2.490
C 0.077 2.106 -4.007
C 0.154 1.346 -2.693
C 0.028 -0.155 -2.891
O -0.833 1.820 -1.776
H -0.891 1.931 -4.487
H 0.181 3.177 -3.836
H 0.859 1.784 -4.696
H 1.107 1.562 -2.204
H -0.938 -0.412 -3.337
H 0.097 -0.665 -1.931
H 0.813 -0.537 -3.545
H -1.700 1.646 -2.161
C 2.826 3.995 -0.088
C 3.914 3.000 0.285
C 5.230 3.685 0.615
O 4.098 2.049 -0.766
H 3.124 4.561 -0.977
H 1.893 3.477 -0.314
H 2.642 4.705 0.720
H 3.581 2.413 1.143
H 5.592 4.240 -0.255
H 5.986 2.949 0.886
H 5.115 4.388 1.442
H 4.389 2.538 -1.544
C 3.205 -7.042 -1.182
C 3.670 -5.674 -0.707
C 4.976 -5.757 0.068
O 2.660 -5.034 0.070
H 3.025 -7.695 -0.324
H 2.274 -6.955 -1.742
H 3.953 -7.516 -1.818
H 3.804 -5.019 -1.570
H 4.844 -6.376 0.960
H 5.294 -4.766 0.388
H 5.768 -6.200 -0.537
H 2.500 -5.575 0.852



Record 2
Here is a cluster of 7 separate species, C17H48O7 in total in a non-equilibrium geometry from the OMol25 dataset. Energies are from wB97M-V/def2-TZVPD.

Results
DFT total energy: -32728.7774 eV
<S²>: 0.75
Multiplicity: 2
Total charge: +1

Positions of all 72 atoms, in Å:
C 3.416 -0.958 -2.894
C 2.331 -1.211 -3.931
C 2.923 -1.698 -5.252
O 1.469 -2.244 -3.550
H 4.133 -0.251 -3.312
H 3.940 -1.867 -2.599
H 2.944 -0.507 -2.021
H 1.682 -0.357 -4.124
H 3.701 -1.044 -5.644
H 2.185 -1.829 -6.044
H 3.372 -2.688 -5.167
H 0.850 -1.892 -2.906
C -2.491 3.880 2.666
C -3.262 3.242 1.517
C -4.681 3.772 1.412
O -2.608 3.580 0.314
H -2.477 4.969 2.617
H -1.449 3.560 2.703
H -2.893 3.568 3.630
H -3.270 2.161 1.650
H -5.258 3.486 2.291
H -5.186 3.369 0.533
H -4.691 4.856 1.296
H -1.689 3.310 0.370
C 2.212 -2.555 0.523
C 2.307 -3.417 1.777
C 3.090 -2.672 2.885
O 0.975 -3.672 2.146
H 3.248 -2.369 0.242
H 1.645 -1.630 0.634
H 1.662 -3.060 -0.271
H 2.873 -4.339 1.645
H 2.941 -3.207 3.823
H 2.741 -1.653 3.056
H 4.147 -2.515 2.668
H 0.633 -4.218 1.435
C -2.309 -1.883 1.588
C -1.600 -1.238 2.747
C -1.603 -2.063 3.973
O -0.319 -0.988 2.301
H -3.345 -2.048 1.883
H -1.935 -2.878 1.345
H -2.342 -1.136 0.795
H -2.055 -0.266 2.940
H -1.367 -1.510 4.881
H -0.978 -2.952 3.888
H -2.545 -2.588 4.132
H 0.056 -1.819 2.000
C 2.587 2.801 0.081
C 1.382 3.674 -0.029
C 1.013 4.068 -1.431
O 0.254 2.977 0.450
H 3.407 3.402 -0.313
H 2.622 1.928 -0.571
H 2.897 2.540 1.092
H 1.686 4.496 0.619
H 0.597 3.292 -2.074
H 1.937 4.406 -1.900
H 0.367 4.941 -1.340
H 0.584 2.694 1.307
C -0.005 0.383 -1.146
O -0.200 -0.889 -1.690
H 0.432 1.080 -1.861
H -0.953 0.849 -0.876
H 0.700 0.365 -0.315
H -1.139 -0.996 -1.522
C -3.099 -2.411 -2.571
O -2.949 -1.005 -2.518
H -2.234 -2.992 -2.891
H -3.278 -2.850 -1.589
H -3.925 -2.623 -3.249
H -3.806 -0.662 -2.256



Record 3
Here is a cluster of 6 separate species, C17H49Br2O20P5 in total in a non-equilibrium geometry from the OMol25 dataset. Energies are from wB97M-V/def2-TZVPD.

Results
Structure (SMILES): COP(=O)(OC)OC.COP(=O)(OC)OC.COP(=O)(OC)OC.COP(=O)(OC)OC.COP(=O)(OC)OC.BrCCBr
DFT total energy: -245910.4579 eV
Energy above the lowest of the compared OMol25 structures with the same formula, charge and spin: 61.15 kcal/mol
Total charge: 0

Positions of all 93 atoms, in Å:
Br -0.745 1.655 0.343
C -0.249 0.053 -0.645
C -1.108 -1.065 -0.441
Br -0.751 -2.357 -1.899
H 0.787 -0.264 -0.520
H -0.309 0.309 -1.702
H -2.176 -0.907 -0.597
H -0.896 -1.567 0.503
C -4.055 -5.676 5.262
O -3.755 -4.408 4.706
P -4.971 -3.352 4.403
O -5.581 -2.691 5.553
O -4.264 -2.346 3.417
C -2.949 -2.103 3.359
O -5.888 -4.304 3.413
C -7.302 -4.110 3.168
H -3.165 -5.887 5.854
H -4.220 -6.443 4.505
H -4.872 -5.643 5.982
H -2.741 -1.388 2.564
H -2.335 -2.994 3.224
H -2.612 -1.736 4.329
H -7.487 -3.746 2.157
H -7.688 -3.281 3.761
H -7.789 -5.042 3.455
C -4.621 0.207 0.156
O -3.624 0.963 0.698
P -3.847 1.960 2.059
O -5.244 2.329 2.452
O -2.958 3.254 1.745
C -3.169 4.277 0.732
O -3.082 1.150 3.248
C -3.605 1.179 4.557
H -4.664 0.344 -0.924
H -5.596 0.334 0.628
H -4.360 -0.838 0.324
H -3.348 5.204 1.278
H -4.039 4.053 0.114
H -2.255 4.327 0.140
H -4.537 1.726 4.704
H -3.022 1.655 5.345
H -4.064 0.239 4.861
C -0.363 3.267 4.692
O 0.954 3.162 4.955
P 2.076 4.169 4.292
O 1.616 5.541 3.960
O 2.648 3.229 3.042
C 2.372 3.374 1.642
O 3.283 4.067 5.437
C 4.660 4.452 5.270
H -1.011 3.742 5.429
H -0.658 2.234 4.509
H -0.581 3.877 3.816
H 3.297 3.446 1.069
H 1.636 4.130 1.367
H 1.955 2.441 1.263
H 5.242 3.531 5.305
H 4.923 5.085 6.118
H 4.911 5.061 4.402
C 0.963 -3.502 -5.014
O 1.402 -2.323 -5.741
P 2.401 -2.341 -7.040
O 2.157 -1.272 -8.037
O 2.107 -3.863 -7.590
C 2.853 -4.501 -8.681
O 3.904 -2.492 -6.444
C 4.735 -1.286 -6.350
H 1.398 -4.422 -5.405
H -0.119 -3.634 -5.004
H 1.106 -3.379 -3.941
H 2.091 -5.010 -9.271
H 3.538 -5.216 -8.226
H 3.209 -3.636 -9.241
H 5.629 -1.347 -6.970
H 5.253 -1.487 -5.413
H 4.292 -0.291 -6.305
C 4.600 3.852 -2.067
O 3.722 2.696 -2.089
P 3.841 1.525 -3.225
O 4.466 1.812 -4.548
O 4.467 0.293 -2.345
C 5.860 0.106 -2.146
O 2.223 1.040 -3.253
C 1.861 -0.213 -3.893
H 4.532 4.133 -1.016
H 4.287 4.763 -2.578
H 5.546 3.571 -2.531
H 5.980 -0.450 -1.217
H 6.330 1.090 -2.114
H 6.406 -0.420 -2.930
H 1.513 -0.948 -3.167
H 2.622 -0.716 -4.489
H 1.020 -0.008 -4.555